Entry 1:
# C17H12Cl2IrN3

C17H12Cl2IrN3 as an isolated structure at a distorted geometry (wB97M-V/def2-TZVPD, the Open Molecules 2025 dataset).

```
35
C17H12Cl2IrN3 (wB97M-V/def2-TZVPD)
Ir -0.417 1.848 0.560
Cl -0.401 2.131 2.817
C -2.261 -0.963 3.053
Cl -2.538 -0.598 1.453
H -1.270 -0.628 3.391
H -3.139 -1.046 3.663
C 1.536 1.018 0.905
C 1.429 -0.398 1.324
C 1.479 -0.824 2.668
C 1.199 -2.141 2.963
C 0.947 -3.081 1.969
C 1.120 -2.699 0.635
C 1.397 -1.383 0.305
C 0.408 -4.374 2.297
N -0.091 -5.378 2.584
H 2.055 1.088 -0.052
H 2.033 1.674 1.655
H 1.701 -0.111 3.469
H 1.120 -2.472 3.984
H 0.950 -3.398 -0.158
H 1.498 -1.059 -0.709
N -0.196 1.367 -6.692
C -0.295 1.324 -5.544
C -0.297 1.304 -4.117
C 0.172 2.449 -3.420
C 0.142 2.496 -2.041
C -0.342 1.376 -1.300
C -0.788 0.246 -1.997
C -0.809 0.215 -3.392
H 0.515 3.324 -3.976
H 0.452 3.429 -1.565
H -1.158 -0.622 -1.473
H -1.169 -0.650 -3.923
N -2.979 3.612 0.417
C -2.003 2.923 0.246
```

Values from the calculation:
multiplicity: 5
⟨S²⟩: 6.062
HOMO level (spin up / spin down): -8.74 / -9.81 eV
Kohn-Sham gap (spin up / spin down): 0.302 / 0.212 Eh

---

Entry 2:
# C3H8N2O

An isolated molecule of C3H8N2O (wB97M-V/def2-TZVPD, the Open Molecules 2025 dataset).

```
14
C3H8N2O (wB97M-V/def2-TZVPD)
C 1.809 -0.453 -0.259
C 0.405 -0.067 0.101
C -0.095 1.158 -0.064
N -1.366 1.557 0.311
N -0.360 -1.174 0.607
O -1.584 -1.373 -0.149
H 2.275 -0.965 0.584
H 2.394 0.431 -0.519
H 1.817 -1.139 -1.111
H 0.531 1.944 -0.461
H -1.742 2.335 -0.211
H -2.027 0.799 0.400
H -0.697 -0.978 1.549
H -1.362 -2.074 -0.776
```

Values from the calculation:
HOMO level: -8.02 eV
Kohn-Sham gap: 0.331 Eh

---

Entry 3:
# C3H6ClNS

An isolated molecule of C3H6ClNS at a distorted geometry (wB97M-V/def2-TZVPD, the Open Molecules 2025 dataset).

```
12
C3H6ClNS (wB97M-V/def2-TZVPD)
C -0.304 1.559 0.296
C -0.482 0.206 -0.431
Cl -2.055 -0.502 -0.142
C 0.776 -0.640 -0.162
N 0.427 -1.877 0.249
S 2.347 -0.076 -0.179
H -1.263 2.132 0.329
H 0.083 1.377 1.346
H 0.384 2.151 -0.283
H -0.513 0.455 -1.481
H -0.519 -2.186 0.109
H 1.119 -2.599 0.348
```

Values from the calculation:
HOMO level: -8.62 eV
Kohn-Sham gap: 0.337 Eh

---

Entry 4:
# C30H34Cl2CoN4O11P2S2Si

C30H34Cl2CoN4O11P2S2Si as an isolated structure at a distorted geometry (wB97M-V/def2-TZVPD, the Open Molecules 2025 dataset).

```
87
C30H34Cl2CoN4O11P2S2Si (wB97M-V/def2-TZVPD)
Co -0.348 -0.015 0.298
C -4.475 1.180 -0.489
C -3.237 1.997 -0.838
O -3.590 3.243 -1.469
P -2.222 2.393 0.619
O -2.305 3.971 0.747
O -2.972 1.799 1.851
O -0.802 1.931 0.497
P -2.175 1.020 -1.996
O -1.008 2.053 -2.329
O -3.017 0.745 -3.177
O -1.614 -0.135 -1.151
H -5.122 1.726 0.197
H -4.184 0.239 -0.022
H -5.008 0.961 -1.414
H -3.521 3.098 -2.423
H -2.578 4.331 -0.117
H -2.493 1.630 2.692
H -0.140 1.584 -2.350
Cl -2.726 -3.140 -3.430
C -2.524 -4.249 -2.132
C -3.645 -4.941 -1.698
C -3.569 -5.775 -0.599
C -2.371 -5.908 0.083
C -1.257 -5.226 -0.368
Cl 0.243 -5.424 0.485
C -1.286 -4.395 -1.495
N -0.107 -3.751 -1.885
C 0.381 -3.684 -3.181
C -0.059 -4.595 -4.149
C 0.443 -4.573 -5.435
C 1.418 -3.655 -5.788
C 1.888 -2.782 -4.821
C 1.403 -2.780 -3.516
C 2.080 -1.869 -2.514
C 1.248 -0.819 -1.779
O 1.109 0.299 -2.268
O 0.810 -1.185 -0.624
H -4.580 -4.791 -2.220
H -4.447 -6.311 -0.263
H -2.291 -6.549 0.950
H 0.307 -3.143 -1.190
H -0.812 -5.322 -3.875
H 0.070 -5.284 -6.162
H 1.820 -3.627 -6.792
H 2.669 -2.075 -5.077
H 2.843 -1.303 -3.043
H 2.560 -2.489 -1.750
C -2.037 -1.844 5.122
Si -2.320 -2.918 3.624
C -1.435 -4.552 3.836
C -4.149 -3.200 3.354
C -1.649 -2.033 2.168
C -1.169 -1.269 1.357
H -2.611 -2.187 5.987
H -2.326 -0.814 4.905
H -0.980 -1.831 5.395
H -1.784 -5.075 4.731
H -0.360 -4.386 3.935
H -1.585 -5.207 2.977
H -4.574 -3.884 4.093
H -4.328 -3.610 2.359
H -4.684 -2.250 3.422
N -0.215 7.777 3.909
C -0.395 6.396 3.944
C 0.577 5.570 4.510
C 0.367 4.207 4.612
C -0.808 3.642 4.130
C -1.784 4.461 3.575
C -1.579 5.824 3.481
S -1.127 1.906 4.299
O -2.566 1.773 4.134
O -0.530 1.489 5.544
N -0.543 1.172 3.023
C 0.718 0.895 2.749
S 2.144 1.232 3.711
C 3.155 0.563 2.473
C 2.403 0.115 1.455
N 1.048 0.293 1.604
H 0.738 8.096 3.951
H -0.776 8.274 3.239
H 1.498 6.005 4.880
H 1.106 3.585 5.091
H -2.707 4.022 3.225
H -2.343 6.456 3.042
H 4.225 0.529 2.577
H 2.767 -0.367 0.566
```

Values from the calculation:
total charge: -1
HOMO level (spin up / spin down): -5.54 / -5.53 eV
Kohn-Sham gap (spin up / spin down): 0.274 / 0.274 Eh

---

ΔE to the lowest compared entry with this formula, charge and spin for every record listed, in sequence, given in eV: 0.0000, 3.0067, 0.1836, 1.2844.
Calculated total energy for every record listed, in sequence, given in Eh: -1843.7603, -303.7816, -1031.0457, -6282.3562.